[1]
104
Properties=species:S:1:pos:R:3 method="wB97M-V/def2-TZVPD" homo_lumo_gap_ev="5.385 / 5.350" spin_multiplicity=1 total_charge=+3 lumo_ev="-9.7 / -9.6"
Sn -0.236 1.015 -0.476
N -4.702 0.443 1.758
C -3.440 0.580 1.406
S -2.757 -0.205 0.079
N -2.748 1.424 2.277
N -1.483 1.530 1.962
C -0.721 2.088 2.897
C -1.204 2.169 4.291
C -1.393 0.972 4.983
C -1.840 0.992 6.294
C -2.124 2.203 6.912
C -1.972 3.393 6.214
C -1.509 3.383 4.908
C 0.577 2.569 2.422
C 1.120 3.603 3.144
C 2.063 4.609 2.700
C 2.461 4.853 1.441
C 1.960 4.068 0.265
N 0.971 2.007 1.240
H -5.329 -0.127 1.212
H -5.048 0.927 2.576
H -1.170 0.028 4.500
H -1.973 0.064 6.832
H -2.472 2.218 7.935
H -2.221 4.334 6.686
H -1.433 4.311 4.356
H 0.766 3.711 4.159
H 2.447 5.261 3.477
H 3.199 5.623 1.258
H 2.566 4.295 -0.614
C 0.481 4.401 0.009
N -0.254 3.506 -0.922
C 0.081 3.783 -2.332
C -0.641 2.802 -3.190
N -0.869 1.572 -2.794
C -1.548 0.952 -3.849
C -2.060 -0.339 -3.972
C -2.685 -0.662 -5.158
C -2.809 0.269 -6.203
C -2.316 1.552 -6.092
C -1.687 1.866 -4.892
N -1.098 3.040 -4.431
C 2.096 2.534 0.575
N 2.245 1.809 -0.683
C 3.390 1.236 -0.726
C 3.979 0.408 -1.754
C 5.190 -0.109 -1.500
C 5.913 0.157 -0.251
C 5.435 0.925 0.749
C 4.145 1.491 0.528
N 3.400 2.261 1.252
H 0.433 5.431 -0.358
H -0.054 4.379 0.954
H -1.240 3.734 -0.798
H -0.177 4.808 -2.615
H 1.158 3.663 -2.458
H -1.985 -1.059 -3.168
H -3.096 -1.653 -5.292
H -3.311 -0.025 -7.114
H -2.418 2.270 -6.894
H -1.037 3.914 -4.930
H 3.444 0.224 -2.675
H 5.677 -0.741 -2.230
H 6.892 -0.293 -0.142
H 5.991 1.113 1.657
H 3.605 2.601 2.185
C -1.579 -5.480 -0.805
C -2.023 -4.032 -0.543
C -2.928 -3.971 0.691
C -2.770 -3.513 -1.784
P -0.563 -2.917 -0.331
C 0.612 -3.157 -1.674
C 0.803 -2.135 -2.605
C 1.671 -2.312 -3.673
C 2.370 -3.502 -3.808
C 2.199 -4.519 -2.876
C 1.320 -4.356 -1.818
C 0.337 -2.903 1.297
C 1.674 -2.182 1.081
C -0.476 -2.153 2.357
C 0.598 -4.347 1.756
H -2.491 -6.077 -0.882
H -0.981 -5.903 0.001
H -1.045 -5.581 -1.747
H -3.855 -4.495 0.453
H -3.186 -2.948 0.967
H -2.484 -4.472 1.552
H -3.667 -4.120 -1.915
H -2.165 -3.617 -2.687
H -3.087 -2.475 -1.675
H 0.259 -1.203 -2.517
H 1.780 -1.529 -4.414
H 3.040 -3.647 -4.645
H 2.739 -5.450 -2.982
H 1.191 -5.169 -1.117
H 1.533 -1.167 0.697
H 2.329 -2.724 0.400
H 2.171 -2.106 2.050
H -0.674 -1.123 2.056
H 0.115 -2.136 3.276
H -1.424 -2.638 2.581
H 1.271 -4.882 1.088
H -0.319 -4.921 1.880
H 1.080 -4.294 2.735

=====

[2]
98
Properties=species:S:1:pos:R:3 method="wB97M-V/def2-TZVPD" homo_lumo_gap_ev="3.525 / 3.504" spin_multiplicity=1 total_charge=-2 lumo_ev="3.0 / 3.0"
Y 0.260 -0.426 -0.355
I 1.328 9.064 -3.919
C 0.970 7.265 -2.941
C -0.011 7.198 -1.951
C -0.249 5.987 -1.296
C 0.491 4.844 -1.625
C 1.471 4.924 -2.622
C 1.712 6.133 -3.280
C 0.261 3.577 -0.933
C -0.817 2.800 -0.983
C -2.015 3.050 -1.711
C -2.873 2.101 -1.352
C -2.206 1.157 -0.435
C -2.888 0.051 0.019
C -4.334 -0.049 -0.357
C -5.314 0.476 0.498
C -6.666 0.376 0.165
C -7.040 -0.249 -1.025
I -9.055 -0.398 -1.521
C -6.075 -0.770 -1.889
C -4.723 -0.669 -1.555
C -2.352 -1.154 0.821
N -1.210 -1.393 1.400
C -1.186 -2.707 1.745
C -0.023 -3.294 2.052
C 0.014 -4.733 2.376
C -0.251 -5.170 3.681
C -0.214 -6.531 3.988
C 0.090 -7.458 2.990
I 0.145 -9.485 3.447
C 0.355 -7.034 1.688
C 0.317 -5.672 1.382
C 1.200 -2.395 1.988
C 2.475 -2.828 2.282
C 3.253 -1.694 2.294
C 2.410 -0.635 1.986
N 1.201 -1.080 1.664
C 2.816 0.794 2.111
C 2.105 1.807 1.569
C 2.571 3.177 1.690
C 2.027 3.941 0.763
C 1.093 2.989 0.155
N 1.012 1.765 0.678
C 4.084 1.117 2.836
C 5.285 1.273 2.128
C 6.472 1.555 2.808
C 6.459 1.678 4.198
I 8.225 2.097 5.211
C 5.270 1.522 4.913
C 4.084 1.240 4.232
C -2.496 -3.246 1.565
C -3.266 -2.330 0.977
N -0.921 1.659 -0.268
H -0.601 8.068 -1.680
H -1.017 5.923 -0.527
H 2.037 4.034 -2.890
H 2.473 6.168 -4.054
H -2.206 3.868 -2.380
H -3.881 2.043 -1.722
H -5.008 0.976 1.415
H -7.406 0.796 0.840
H -6.353 -1.247 -2.824
H -3.959 -1.056 -2.227
H -0.489 -4.446 4.459
H -0.424 -6.850 5.006
H 0.590 -7.746 0.901
H 0.520 -5.339 0.364
H 2.788 -3.833 2.522
H 4.303 -1.642 2.549
H 3.302 3.533 2.396
H 2.152 4.985 0.563
H 5.291 1.177 1.043
H 7.390 1.676 2.240
H 5.249 1.616 5.995
H 3.155 1.117 4.787
H -2.795 -4.249 1.817
H -4.291 -2.420 0.679
N 3.245 -3.909 -0.968
C 2.326 -2.917 -1.119
S 2.479 -1.729 0.093
N 1.417 -2.983 -2.043
N 0.449 -1.966 -2.052
C 0.300 -1.491 -3.246
C -0.718 -0.486 -3.643
C -1.400 -0.797 -4.840
C -2.381 0.052 -5.339
C -2.672 1.217 -4.646
C -1.975 1.521 -3.468
C -0.967 0.701 -2.913
O -0.343 1.054 -1.858
H 3.571 -3.808 -0.014
H 2.788 -4.786 -1.153
H 0.910 -1.888 -4.076
H -1.169 -1.720 -5.361
H -2.911 -0.197 -6.249
H -3.432 1.901 -5.005
H -2.213 2.447 -2.945
H -1.390 -1.588 -0.710

=====

[3]
16
Properties=species:S:1:pos:R:3 method="wB97M-V/def2-TZVPD" homo_lumo_gap_ev=10.130 spin_multiplicity=1 total_charge=0 smiles=C[C@@]12CCCP1O2 de_lowest_kcal_mol=27.55 lumo_ev=1.1
C 0.253 1.591 -1.602
C -0.193 0.705 -0.448
C 0.012 -0.761 -0.570
C 0.580 -1.367 0.793
C -0.305 -0.431 1.902
P -0.333 1.390 1.209
O -1.548 1.041 0.140
H 0.424 2.584 -1.252
H -0.493 1.567 -2.436
H 1.160 1.096 -2.076
H 0.618 -0.952 -1.493
H -0.928 -1.198 -0.725
H 0.248 -2.393 1.072
H 1.697 -1.328 0.817
H -1.264 -0.883 1.829
H 0.072 -0.662 2.841

=====

[4]
6
Properties=species:S:1:pos:R:3 method="wB97M-V/def2-TZVPD" homo_lumo_gap_ev=8.686 spin_multiplicity=1 total_charge=0 de_lowest_kcal_mol=92.07 lumo_ev=-0.4
C 0.208 -0.647 0.985
Se 1.251 0.418 0.046
H -1.738 0.383 -0.713
H -1.148 0.482 -1.221
H -0.578 0.091 1.365
H 2.004 -0.727 -0.461

=====

[5]
14
Properties=species:S:1:pos:R:3 method="wB97M-V/def2-TZVPD" homo_lumo_gap_ev=8.189 spin_multiplicity=1 total_charge=0 smiles="[H]/N=C1/NN=CC(=C)N1" de_lowest_kcal_mol=133.65 lumo_ev=-0.7
H -0.221 1.120 -2.767
N 0.780 1.265 -2.282
C 0.700 0.650 -1.100
N 1.628 0.956 -0.239
N 1.929 0.019 0.808
C 0.846 -0.738 1.148
C -0.571 -0.735 0.688
C -1.955 -0.925 1.181
N -0.286 -0.223 -0.635
H 2.621 1.252 -0.586
H 0.783 -1.118 2.088
H -2.887 -0.923 0.524
H -2.095 -1.061 2.187
H -1.272 0.460 -1.015

=====

[6]
36
Properties=species:S:1:pos:R:3 method="wB97M-V/def2-TZVPD" homo_lumo_gap_ev=10.782 spin_multiplicity=1 total_charge=0 smiles=O.O.O.O.O.O.O.O.O.O.O.O de_lowest_kcal_mol=106.60 lumo_ev=0.0
O -0.736 -0.240 -0.253
H -1.167 -0.977 0.292
H 0.073 -0.017 0.223
O 3.112 2.311 1.113
H 3.505 2.516 2.035
H 2.593 3.085 1.012
O -4.316 -5.015 0.779
H -3.448 -4.834 0.390
H -4.349 -5.953 0.874
O -0.979 4.963 1.132
H -1.877 4.740 1.446
H -0.715 4.141 0.901
O 0.190 2.510 -0.123
H -0.692 2.220 -0.438
H 0.660 1.717 -0.253
O 0.653 -2.523 -4.303
H -0.242 -2.885 -4.221
H 0.537 -1.603 -3.830
O -2.333 2.382 2.933
H -2.559 1.914 2.118
H -2.898 3.199 3.084
O 1.248 1.202 1.866
H 1.745 1.890 2.406
H 0.640 0.908 2.546
O -3.232 -3.807 -2.273
H -4.097 -3.904 -2.465
H -3.109 -4.640 -1.778
O 1.317 -2.193 -1.211
H 1.041 -1.426 -1.673
H 2.118 -2.425 -1.777
O 2.702 0.494 -3.406
H 2.716 0.993 -4.168
H 2.666 1.092 -2.628
O 2.876 -0.260 3.417
H 3.865 0.009 3.329
H 2.492 0.414 2.903

=====

[7]
118
Properties=species:S:1:pos:R:3 method="wB97M-V/def2-TZVPD" homo_lumo_gap_ev=4.385 spin_multiplicity=1 total_charge=-1 de_lowest_kcal_mol=0.00 lumo_ev=1.1
La -19.608 -10.424 5.840
C -18.035 -12.949 9.473
C -19.058 -12.178 8.847
N -18.577 -11.470 7.820
N -17.203 -11.827 7.720
C -16.883 -12.686 8.664
B -16.397 -11.414 6.460
N -16.692 -9.918 6.001
C -15.742 -9.126 5.460
C -15.956 -7.787 5.839
C -17.104 -7.805 6.662
N -17.634 -9.032 6.784
N -16.973 -12.320 5.271
C -16.411 -13.485 4.850
C -17.418 -14.337 4.347
C -18.629 -13.609 4.484
N -18.387 -12.386 5.058
H -18.116 -13.632 10.356
H -20.121 -12.211 9.018
H -15.871 -13.095 8.752
H -15.203 -11.611 6.580
H -14.931 -9.541 4.900
H -15.370 -6.868 5.557
H -17.571 -6.978 7.218
H -15.352 -13.594 4.874
H -17.265 -15.374 4.038
H -19.631 -13.930 4.254
C -21.152 -13.455 2.090
O -20.432 -12.255 2.319
C -19.310 -12.047 1.564
C -18.950 -12.860 0.474
C -17.836 -12.545 -0.356
C -17.161 -11.317 -0.080
C -17.500 -10.594 1.080
C -18.563 -10.892 1.910
N -18.931 -10.067 2.971
N -18.383 -8.906 2.800
C -18.895 -7.707 3.150
C -19.977 -7.485 4.065
O -20.336 -8.400 4.913
C -20.660 -6.247 3.981
C -20.141 -5.198 3.256
C -18.878 -5.268 2.590
C -18.177 -4.148 2.134
C -16.963 -4.321 1.498
C -16.376 -5.580 1.356
C -17.069 -6.704 1.803
C -18.303 -6.580 2.446
H -21.618 -13.469 1.090
H -21.954 -13.483 2.828
H -20.556 -14.341 2.210
H -19.579 -13.701 0.240
H -17.571 -13.263 -1.142
H -16.388 -10.955 -0.759
H -16.923 -9.667 1.248
H -21.590 -6.105 4.538
H -20.613 -4.211 3.260
H -18.630 -3.173 2.320
H -16.445 -3.402 1.117
H -15.387 -5.635 0.930
H -16.630 -7.684 1.628
Br -22.658 -9.412 0.852
C -23.695 -9.839 2.373
C -25.081 -9.994 2.176
C -25.763 -10.795 3.110
C -25.084 -11.230 4.217
C -23.739 -10.789 4.404
N -23.024 -10.188 3.449
C -23.162 -10.988 5.809
O -24.088 -11.473 6.557
O -21.984 -10.658 6.139
H -25.590 -9.630 1.285
H -26.822 -11.047 2.922
H -25.537 -11.816 4.994
N -23.532 -12.744 8.812
C -22.771 -13.512 9.336
H -23.722 -11.602 7.435
C -22.974 -10.489 14.046
C -21.440 -10.239 13.965
N -21.053 -10.088 12.565
C -20.010 -10.982 12.059
C -20.531 -12.419 11.920
C -21.183 -8.776 12.077
O -21.551 -7.854 12.832
C -20.909 -8.489 10.615
C -20.515 -7.127 10.343
C -20.300 -6.825 9.031
C -20.388 -7.807 8.026
N -20.687 -9.077 8.279
C -21.004 -9.389 9.549
H -23.262 -10.399 15.114
H -23.300 -11.420 13.605
H -23.522 -9.685 13.517
H -20.899 -11.038 14.447
H -21.194 -9.318 14.469
H -19.229 -10.961 12.832
H -19.520 -10.600 11.151
H -20.845 -12.806 12.915
H -19.745 -13.083 11.569
H -21.389 -12.518 11.246
H -20.417 -6.443 11.192
H -19.963 -5.834 8.727
H -20.083 -7.530 7.016
H -21.466 -10.403 9.714
C -20.313 -16.834 5.374
Si -21.378 -16.017 6.750
C -20.463 -15.554 8.294
C -22.938 -16.858 7.384
Se -21.687 -14.034 5.853
H -19.763 -17.732 5.776
H -19.590 -16.087 4.986
H -20.937 -17.195 4.530
H -20.327 -16.500 8.893
H -21.072 -14.806 8.852
H -19.486 -15.084 8.137
H -22.638 -17.868 7.744
H -23.673 -17.071 6.578
H -23.388 -16.321 8.250

=====

[8]
11
Properties=species:S:1:pos:R:3 method="wB97M-V/def2-TZVPD" homo_lumo_gap_ev=9.796 spin_multiplicity=1 total_charge=0 de_lowest_kcal_mol=126.24 lumo_ev=-0.1
N 2.056 -0.071 0.225
C 0.838 -0.628 0.053
C -0.057 -1.465 -0.229
O -1.928 0.665 -1.401
C -1.676 1.054 -0.289
O -2.019 1.799 0.611
N -0.431 0.278 0.507
H 1.896 0.923 0.289
H 2.846 -0.311 -0.360
H -0.759 -2.166 -0.641
H -0.900 0.020 1.376

=====

| no. | total energy (eV) | maximum force (eV Å⁻¹) |
| --- | --- | --- |
| 1 | -84727.902 | 0.7 |
| 2 | -111191.070 | 11.0 |
| 3 | -16665.695 | 3.9 |
| 4 | -66443.398 | 2.0 |
| 5 | -10200.144 | 8.4 |
| 6 | -24957.072 | 5.0 |
| 7 | -221439.435 | 3.8 |
| 8 | -10246.791 | 3.9 |